1.
ORCA calculation (ωB97M-V/def2-TZVPD) on a cluster of 20 separate species, C65H175N5O20 in total.

Structure (XYZ):
```
265
Properties=species:S:1:pos:R:3:forces:R:3
C 7.709 -23.706 3.767 0.4 1.4 -0.4
C 8.317 -22.608 2.841 -0.1 -0.7 0.5
C 7.256 -21.978 1.964 -0.1 0.0 -0.7
O 8.955 -21.644 3.641 0.7 0.5 0.2
H 7.079 -23.188 4.504 -0.3 -0.2 -0.3
H 8.451 -24.235 4.340 0.5 -0.2 0.0
H 7.154 -24.398 3.166 -0.5 -0.5 -0.1
H 9.109 -23.046 2.223 -0.1 0.0 0.0
H 7.586 -21.435 1.065 0.5 -0.3 0.3
H 6.680 -21.224 2.494 -0.3 -0.3 0.4
H 6.640 -22.800 1.607 -0.5 0.2 -0.1
H 8.475 -21.600 4.470 -0.1 0.2 0.2
C 11.501 -32.931 5.665 -1.1 -1.1 -0.1
C 10.444 -33.395 4.663 0.5 -0.1 -1.1
C 9.011 -33.007 4.972 0.7 0.3 0.1
O 10.712 -32.807 3.344 -0.8 0.2 0.2
H 11.294 -33.441 6.598 -0.2 0.1 0.5
H 11.488 -31.864 5.827 0.1 0.3 -0.1
H 12.456 -33.325 5.379 0.7 0.2 -0.4
H 10.495 -34.490 4.504 0.1 0.3 0.4
H 8.968 -31.928 4.987 -0.1 0.5 0.1
H 8.709 -33.377 5.950 -0.1 -0.1 0.0
H 8.348 -33.333 4.179 -0.2 -0.3 0.0
H 11.599 -32.975 3.024 0.3 -0.2 0.3
C 6.430 -30.428 7.063 -0.2 0.6 1.0
C 5.666 -30.757 8.336 -0.5 0.2 -0.2
C 4.734 -31.952 8.147 -0.2 0.1 -0.7
O 6.526 -30.905 9.448 0.3 -0.4 0.4
H 6.999 -31.271 6.703 -0.2 -0.5 -0.4
H 7.191 -29.661 7.286 -0.6 0.2 -0.3
H 5.619 -30.105 6.404 0.7 0.1 -0.6
H 5.021 -29.898 8.628 0.4 -0.3 -0.4
H 4.191 -31.838 7.194 -0.2 0.3 0.5
H 4.055 -32.002 8.982 -0.5 -0.1 0.2
H 5.166 -32.944 8.017 0.7 0.1 0.3
H 6.967 -31.752 9.335 0.3 -0.1 0.2
C 7.277 -30.059 2.943 -0.1 -0.4 -0.1
C 6.174 -30.469 1.889 1.1 0.3 1.2
C 6.746 -30.342 0.482 -0.4 -0.7 0.1
O 5.748 -31.840 2.108 0.9 0.9 0.2
H 7.645 -29.009 2.900 -0.6 -0.6 -0.3
H 8.148 -30.707 2.814 0.2 0.0 -0.3
H 6.984 -30.259 3.982 -0.4 0.2 -0.2
H 5.339 -29.778 2.089 -0.1 -0.6 -0.4
H 7.548 -31.078 0.338 0.4 0.6 0.4
H 7.023 -29.322 0.224 0.2 0.0 0.0
H 6.014 -30.717 -0.221 -0.5 0.3 -0.3
H 6.593 -32.342 2.128 -0.6 0.0 -0.2
C 11.949 -26.157 10.876 0.5 1.0 0.1
C 13.003 -25.104 11.275 0.5 -0.4 0.6
C 13.114 -24.994 12.790 -1.1 -0.4 0.0
O 14.317 -25.380 10.886 1.3 -0.3 -1.7
H 11.051 -25.607 11.136 -0.8 -0.6 0.0
H 12.056 -27.101 11.409 0.0 0.2 0.4
H 11.906 -26.411 9.821 0.2 0.4 -0.2
H 12.791 -24.125 10.859 -0.8 0.2 -0.1
H 12.131 -24.747 13.208 0.2 0.1 0.2
H 13.866 -24.283 13.097 0.1 0.4 0.0
H 13.412 -25.965 13.189 0.0 -0.1 0.0
H 14.478 -24.954 10.012 -0.1 -0.4 0.8
C 18.994 -29.209 7.000 -0.2 -1.1 1.0
C 18.936 -27.792 7.546 -0.6 -0.6 -1.0
C 17.695 -27.707 8.393 -1.0 -0.1 -0.4
O 20.039 -27.559 8.361 1.2 0.8 -0.1
H 18.712 -29.901 7.845 0.3 0.5 -0.7
H 19.997 -29.519 6.711 0.0 0.2 -0.3
H 18.260 -29.391 6.221 0.1 0.0 -0.3
H 18.970 -27.065 6.694 -0.1 -0.3 0.8
H 17.797 -28.448 9.201 0.0 0.4 0.0
H 16.798 -28.029 7.834 0.3 0.3 0.1
H 17.535 -26.711 8.790 -0.1 0.1 0.2
H 19.845 -27.972 9.194 0.1 -0.3 0.7
C 9.486 -23.055 7.060 0.3 -0.8 -0.1
C 10.408 -24.254 7.291 -0.1 0.0 0.2
C 11.855 -23.813 7.412 -0.1 -0.5 -0.6
O 10.084 -24.880 8.554 0.7 0.5 -0.4
H 9.652 -22.344 7.868 -0.1 0.3 -0.1
H 8.457 -23.395 7.045 -0.3 0.1 0.2
H 9.694 -22.628 6.085 0.2 0.3 -0.1
H 10.275 -25.004 6.489 0.2 0.4 0.2
H 12.497 -24.698 7.446 0.0 0.2 0.2
H 11.966 -23.236 8.325 0.2 0.1 0.1
H 12.168 -23.214 6.547 -0.1 0.0 0.2
H 9.337 -25.459 8.397 -0.9 -0.4 0.1
C 7.357 -22.268 12.049 0.8 0.8 -0.9
C 8.678 -22.568 11.300 -0.7 0.4 0.2
C 9.882 -22.608 12.194 0.4 0.0 0.4
O 8.512 -23.792 10.643 -1.0 -0.6 0.3
H 7.117 -23.077 12.728 -0.1 0.0 0.3
H 6.554 -22.133 11.311 0.1 -0.3 0.2
H 7.468 -21.290 12.552 -0.1 -0.6 0.2
H 8.834 -21.779 10.563 -0.1 0.2 -0.2
H 10.818 -22.658 11.617 -0.3 -0.1 0.2
H 9.816 -23.467 12.864 0.1 -0.1 -0.1
H 9.918 -21.722 12.821 0.1 0.2 0.1
H 9.147 -23.918 9.943 0.8 -0.2 -0.7
C 6.772 -28.554 12.937 0.1 0.6 -0.6
C 7.336 -27.883 11.637 0.8 -0.9 1.6
C 8.834 -28.282 11.484 -0.8 0.5 -0.6
O 6.579 -28.298 10.568 -0.9 -0.6 -1.6
H 5.706 -28.367 13.089 0.0 0.0 -0.4
H 7.247 -28.168 13.832 0.4 -0.1 0.2
H 6.925 -29.635 12.832 0.0 0.1 0.2
H 7.244 -26.799 11.679 0.0 0.1 0.1
H 8.920 -29.376 11.602 0.3 0.4 0.4
H 9.383 -27.648 12.180 0.4 -0.6 0.3
H 9.248 -28.057 10.485 -0.4 0.1 0.2
H 6.665 -29.261 10.424 0.0 0.4 0.0
C 14.234 -28.800 9.465 0.4 0.2 0.4
C 15.125 -30.048 9.407 0.1 0.4 0.6
C 15.830 -30.293 10.759 -0.3 0.6 -0.6
O 14.354 -31.155 9.063 -0.5 -1.1 -0.6
H 13.661 -28.590 8.542 0.4 -0.3 0.4
H 14.847 -27.938 9.745 -0.1 0.2 -0.2
H 13.530 -28.913 10.301 0.0 -0.1 -0.3
H 15.905 -29.940 8.640 -0.3 -0.1 0.0
H 16.486 -31.147 10.759 -0.3 -0.9 -0.1
H 15.092 -30.318 11.567 0.2 -0.1 0.0
H 16.542 -29.508 10.919 0.1 1.0 0.4
H 13.676 -31.300 9.750 0.1 0.2 0.0
C 9.450 -33.632 -0.587 0.1 0.0 0.1
C 8.599 -34.276 0.476 -1.0 -0.7 -0.6
C 9.190 -35.616 0.906 -0.3 0.2 0.1
O 8.352 -33.401 1.539 0.5 0.7 1.3
H 10.422 -33.508 -0.103 0.2 0.4 -0.4
H 9.012 -32.693 -0.937 0.3 0.1 0.2
H 9.580 -34.279 -1.451 0.0 -0.2 0.0
H 7.581 -34.407 0.116 -0.1 -0.4 -0.5
H 8.645 -36.063 1.731 -0.4 -0.1 0.0
H 10.178 -35.449 1.298 0.7 0.1 0.0
H 9.257 -36.318 0.070 -0.1 0.1 0.1
H 9.176 -33.181 2.015 -0.1 -0.1 -0.1
C 10.673 -26.147 0.160 -0.7 0.4 -0.5
C 9.663 -25.766 1.232 -0.7 -0.6 -1.4
C 8.536 -26.817 1.281 -0.6 0.5 -0.8
O 10.279 -25.710 2.455 0.7 0.2 1.8
H 11.482 -25.431 0.145 0.4 0.2 0.0
H 10.174 -26.118 -0.814 0.2 -0.1 0.0
H 11.041 -27.150 0.330 0.2 -0.3 0.1
H 9.262 -24.749 1.003 -0.2 -0.7 -0.1
H 8.828 -27.871 1.427 0.4 0.6 0.4
H 8.092 -26.859 0.266 -0.1 0.2 0.5
H 7.741 -26.515 1.991 0.4 -0.3 -0.3
H 10.928 -24.986 2.448 0.2 -0.2 0.1
C 15.401 -25.234 7.064 -0.6 -1.0 0.1
C 15.933 -24.029 7.769 0.5 -0.5 0.5
C 16.344 -22.991 6.755 0.1 0.3 -0.1
O 14.910 -23.608 8.642 -0.4 1.0 0.5
H 14.988 -25.986 7.765 0.2 0.4 -0.2
H 16.207 -25.710 6.518 0.1 -0.2 -0.3
H 14.591 -24.961 6.375 0.2 0.0 0.0
H 16.787 -24.332 8.427 -0.2 0.2 -0.7
H 16.933 -22.169 7.151 0.4 -0.1 0.2
H 15.515 -22.498 6.258 -0.6 -0.3 0.1
H 16.872 -23.538 5.981 0.5 0.3 -0.2
H 15.219 -22.783 9.047 -0.3 -0.2 0.1
C 14.666 -31.319 4.542 -0.1 0.7 -0.8
C 14.132 -29.908 4.288 0.5 0.5 0.7
C 14.783 -28.852 5.212 0.0 -1.2 0.3
O 14.479 -29.603 2.968 -0.3 0.6 -1.0
H 15.738 -31.236 4.397 0.3 -0.3 0.1
H 14.272 -31.968 3.753 0.1 0.0 0.2
H 14.449 -31.728 5.512 -0.2 0.0 0.5
H 13.040 -29.860 4.420 0.0 -0.1 0.0
H 15.843 -28.741 4.993 0.1 -0.1 -0.3
H 14.747 -29.256 6.225 -0.3 0.5 0.3
H 14.323 -27.876 5.119 -0.2 0.1 0.2
H 14.214 -28.666 2.812 0.1 -0.4 -0.1
C 9.857 -29.024 5.274 -0.8 -0.4 0.5
C 10.232 -27.699 5.885 1.1 0.0 1.1
C 11.322 -27.870 6.982 -0.8 -0.6 0.0
O 10.734 -26.812 4.921 0.7 0.4 -0.4
H 10.706 -29.668 4.970 -0.4 0.6 -0.1
H 9.112 -28.865 4.481 0.5 -0.2 -0.1
H 9.299 -29.564 6.046 0.1 -0.3 0.0
H 9.382 -27.216 6.381 -0.4 -0.3 -0.1
H 11.425 -27.026 7.663 0.0 0.4 -0.4
H 12.268 -28.108 6.505 0.2 0.0 0.0
H 11.055 -28.706 7.648 0.0 0.1 -0.3
H 10.397 -27.003 4.035 -0.2 0.2 0.1
C 3.657 -28.647 -0.514 -0.9 -1.2 1.4
C 2.875 -27.571 0.234 0.1 -0.3 1.0
C 3.719 -26.769 1.259 0.5 -1.3 -0.1
O 4.017 -27.696 2.294 0.0 0.3 0.7
C 4.786 -27.129 3.338 -0.2 0.5 -0.1
N 2.278 -26.600 -0.608 -0.7 1.2 -1.4
H 4.043 -29.272 0.300 0.8 0.1 -0.4
H 4.399 -28.220 -1.159 0.6 0.1 -0.2
H 3.046 -29.393 -1.068 0.0 0.9 0.0
H 2.129 -28.069 0.886 0.1 0.3 -0.5
H 3.213 -25.868 1.605 -0.5 -0.2 0.2
H 4.679 -26.422 0.872 0.2 0.1 -0.6
H 4.297 -26.264 3.790 -0.2 0.3 -0.2
H 5.769 -26.799 2.977 0.0 -0.2 0.1
H 4.888 -27.815 4.168 0.2 -0.6 -0.2
H 3.029 -26.235 -1.185 -0.1 0.3 -0.1
H 1.619 -26.971 -1.289 0.0 -0.2 0.4
C 8.910 -30.083 -2.752 -0.1 0.9 1.3
C 10.209 -29.238 -2.508 -0.2 -0.8 -0.4
C 11.128 -29.875 -1.453 -1.5 -0.6 0.0
O 10.330 -29.945 -0.286 0.9 -0.8 1.8
C 11.078 -30.548 0.827 0.0 0.1 -1.3
N 10.903 -29.127 -3.773 0.7 0.2 -0.7
H 8.486 -30.367 -1.768 0.2 0.2 -0.6
H 9.197 -30.995 -3.247 0.0 -0.4 -0.4
H 8.100 -29.568 -3.328 1.0 -0.2 0.3
H 9.972 -28.239 -2.150 -0.2 0.1 -0.1
H 12.014 -29.287 -1.244 0.4 0.4 -0.2
H 11.455 -30.884 -1.810 -0.2 0.4 0.3
H 11.354 -31.571 0.534 -0.2 0.0 0.1
H 10.516 -30.588 1.770 -0.1 0.3 -0.5
H 12.037 -30.033 0.943 -0.1 0.3 0.3
H 11.211 -30.047 -4.102 -0.3 0.3 0.2
H 11.756 -28.578 -3.671 -0.2 0.0 0.0
C 14.685 -25.462 1.229 0.0 0.6 0.8
C 14.274 -25.647 2.707 -0.7 0.4 -0.3
C 13.684 -24.275 3.179 0.3 -0.4 -0.6
O 12.571 -23.890 2.342 1.0 -1.1 -0.1
C 12.142 -22.610 2.648 -1.0 0.9 1.2
N 13.399 -26.806 2.829 -0.7 0.2 -0.6
H 15.378 -26.220 0.912 0.4 -0.3 -0.1
H 15.129 -24.466 1.208 0.4 -0.2 -0.5
H 13.860 -25.428 0.512 -0.2 -0.2 0.4
H 15.125 -25.904 3.343 0.3 0.5 -0.2
H 14.501 -23.533 3.077 -0.4 -0.1 0.0
H 13.364 -24.248 4.219 -0.1 -0.3 0.3
H 11.326 -22.299 2.014 0.1 -0.1 -0.8
H 12.957 -21.868 2.603 -0.3 -0.2 0.2
H 11.607 -22.614 3.625 0.8 0.3 0.0
H 12.613 -26.631 2.196 0.1 -0.4 0.3
H 12.985 -26.875 3.752 -0.1 0.1 0.2
C 10.680 -31.023 9.127 0.5 0.4 0.4
C 11.012 -31.958 10.280 -0.3 -0.9 0.5
C 11.354 -33.342 9.707 -0.7 -1.1 0.7
O 10.277 -33.739 8.869 -0.7 1.5 -0.5
C 10.179 -35.075 8.496 0.2 -0.5 1.2
N 12.121 -31.501 11.159 -0.2 -0.1 -0.9
H 9.744 -31.392 8.721 0.0 0.0 -0.4
H 11.498 -31.043 8.381 -0.5 0.2 0.2
H 10.477 -29.998 9.480 0.3 -0.3 -0.1
H 10.061 -32.113 10.839 0.5 0.1 0.0
H 11.415 -34.104 10.518 0.2 0.5 -0.1
H 12.300 -33.365 9.180 0.3 0.2 -0.3
H 11.109 -35.399 8.088 0.9 -0.5 -0.5
H 9.386 -35.280 7.780 -0.1 0.6 0.0
H 9.976 -35.667 9.394 0.0 -0.3 0.0
H 12.393 -32.146 11.904 -0.5 0.2 -0.4
H 11.869 -30.608 11.559 0.1 0.1 0.2
C 5.789 -26.500 6.949 -0.6 0.3 1.2
C 6.125 -25.421 7.981 -0.1 -0.3 1.8
C 4.961 -25.085 8.949 0.3 -0.5 -0.3
O 3.908 -24.636 8.135 0.0 -0.1 -0.7
C 2.878 -24.076 8.861 -0.6 0.8 0.6
N 7.306 -25.804 8.784 0.0 0.3 -0.8
H 5.668 -27.479 7.438 0.2 0.2 0.1
H 6.575 -26.578 6.231 0.5 0.0 -0.7
H 4.828 -26.271 6.499 0.0 0.1 -0.3
H 6.322 -24.451 7.564 0.3 0.3 -0.9
H 5.243 -24.305 9.697 0.1 -0.3 -0.5
H 4.678 -25.981 9.526 -0.1 0.0 -0.1
H 3.192 -23.168 9.375 0.3 0.4 0.0
H 2.564 -24.731 9.652 -0.4 -0.7 0.5
H 2.007 -23.800 8.264 0.3 -0.3 -0.3
H 7.376 -25.167 9.573 0.2 0.0 0.1
H 7.159 -26.730 9.144 -0.1 -0.5 0.3
```
Forces are in eV/Å.

Kohn-Sham gap, eV: 9.57

Atomic partial charges in e from the Mulliken method, atoms 1 to 6:
1. C -0.912
2. C 1.988
3. C -1.616
4. O -0.640
5. H 0.653
6. H -0.147

2.
ORCA calculation (ωB97M-V/def2-TZVPD) on a structure of composition C65H63AuCl2F9N3O2P.

Structure (XYZ):
```
146
Properties=species:S:1:pos:R:3:forces:R:3
Au -0.161 -0.050 0.310 -0.8 0.4 0.8
Cl -3.381 -0.840 3.063 -0.1 -0.1 -0.1
C -3.268 -2.052 4.299 -0.2 0.1 0.0
C -4.234 -2.068 5.289 0.0 0.0 0.0
C -4.187 -3.026 6.286 0.1 0.0 0.0
C -3.129 -3.920 6.308 -0.1 0.0 0.0
C -2.150 -3.871 5.333 0.0 0.1 0.0
Cl -0.762 -4.888 5.559 0.0 0.0 -0.2
C -2.214 -2.972 4.249 0.1 -0.1 0.1
N -1.279 -2.935 3.243 0.3 -0.1 -0.1
C -0.835 -4.080 2.526 -0.3 -0.1 0.1
C -1.711 -5.140 2.293 -0.1 0.1 0.0
C -1.303 -6.258 1.590 0.0 0.0 0.0
C 0.001 -6.330 1.112 -0.1 0.1 0.0
C 0.872 -5.285 1.367 0.0 -0.1 -0.1
C 0.475 -4.146 2.067 0.3 0.0 -0.1
C 1.497 -3.103 2.418 0.1 0.3 0.2
C 2.282 -2.452 1.251 0.3 -0.2 -0.3
O 3.273 -3.100 0.862 -0.1 0.1 -0.1
O 1.902 -1.332 0.806 0.1 -0.2 0.2
H -5.023 -1.330 5.260 0.0 0.0 0.0
H -4.952 -3.060 7.049 0.0 0.0 0.0
H -3.031 -4.645 7.104 0.0 0.0 0.0
H -1.158 -2.055 2.763 -0.1 0.1 0.1
H -2.722 -5.087 2.681 0.0 0.1 0.0
H -1.999 -7.072 1.424 0.0 0.0 0.0
H 0.335 -7.194 0.552 0.0 0.0 0.0
H 1.900 -5.326 1.027 0.0 0.0 0.0
H 2.272 -3.616 2.987 0.0 0.0 0.2
H 1.049 -2.339 3.049 0.0 0.0 0.0
F -3.720 1.285 -6.991 -0.1 0.0 0.0
C -2.420 1.058 -7.238 0.1 0.0 0.0
F -2.349 -0.112 -7.906 0.0 -0.1 0.0
F -2.012 2.009 -8.102 0.0 0.0 0.0
C -1.586 1.038 -5.993 0.0 0.1 0.0
C -2.160 1.219 -4.751 0.0 0.0 0.0
C -1.362 1.170 -3.613 0.0 -0.1 0.0
C 0.006 0.967 -3.715 0.1 0.0 0.1
C 0.577 0.825 -4.984 0.0 0.0 0.0
C -0.212 0.842 -6.115 0.0 0.0 0.0
P 0.998 1.165 -2.165 0.1 0.0 -0.6
C 2.402 0.015 -2.371 0.0 0.0 0.0
C 2.406 -1.059 -3.253 0.1 0.1 0.0
C 3.487 -1.928 -3.301 0.0 0.0 0.0
C 4.556 -1.740 -2.444 0.0 0.0 0.0
C 4.541 -0.706 -1.517 0.0 0.0 0.0
C 3.469 0.162 -1.482 -0.1 0.0 0.0
C 5.755 -2.640 -2.500 0.0 0.0 0.1
F 6.870 -1.947 -2.836 0.0 0.0 0.0
F 5.625 -3.617 -3.416 0.0 -0.1 -0.1
F 6.015 -3.226 -1.327 0.0 0.0 0.0
C 1.721 2.764 -2.774 0.0 0.0 0.2
C 3.034 2.954 -3.190 0.1 0.0 0.0
C 3.445 4.183 -3.683 0.0 0.0 0.0
C 2.547 5.237 -3.758 -0.1 0.0 0.0
C 1.238 5.071 -3.327 0.1 0.0 -0.1
C 0.838 3.842 -2.833 0.0 -0.1 0.0
C 3.009 6.539 -4.339 0.0 0.0 0.0
F 2.058 7.486 -4.316 0.0 0.0 0.0
F 3.394 6.402 -5.625 0.0 0.0 0.0
F 4.075 7.037 -3.681 0.0 0.0 0.0
H -3.225 1.387 -4.667 0.0 0.0 0.0
H -1.807 1.296 -2.632 0.0 0.0 0.0
H 1.649 0.722 -5.085 0.0 0.0 0.0
H 0.231 0.721 -7.096 0.0 0.0 0.0
H 1.553 -1.240 -3.894 0.0 0.0 0.0
H 3.485 -2.758 -3.993 0.0 0.0 0.0
H 5.357 -0.598 -0.815 0.0 0.0 0.0
H 3.441 0.948 -0.735 0.0 0.0 0.0
H 3.744 2.138 -3.144 0.0 0.0 0.0
H 4.465 4.319 -4.020 0.0 0.0 0.0
H 0.542 5.896 -3.374 0.0 0.0 0.0
H -0.186 3.713 -2.498 0.0 0.0 0.0
C -0.329 -4.954 -2.787 0.0 0.0 0.0
C 0.171 -3.499 -2.753 0.1 -0.1 0.1
C 0.937 -3.269 -1.470 0.0 0.1 0.1
C -1.010 -2.587 -2.989 0.1 0.1 0.0
C -1.573 -2.638 -4.255 -0.1 0.1 -0.1
C -2.794 -2.059 -4.557 0.0 -0.1 0.1
C -3.529 -1.458 -3.534 -0.1 0.0 -0.1
C -3.001 -1.302 -2.278 -0.1 0.1 0.1
C -3.807 -0.708 -1.148 0.0 0.0 0.1
C -5.000 0.132 -1.594 0.1 0.0 0.0
C -4.276 -1.847 -0.232 0.1 0.0 -0.1
C -1.649 -1.756 -1.998 -0.5 0.0 -0.2
N -1.105 -1.363 -0.864 0.6 0.0 -0.1
H 0.524 -5.633 -2.742 0.0 0.0 0.0
H -0.899 -5.174 -3.691 0.0 0.0 0.0
H -0.964 -5.152 -1.921 0.0 0.0 0.0
H 0.850 -3.373 -3.605 0.0 0.0 0.0
H 0.315 -3.534 -0.617 0.0 0.0 0.1
H 1.249 -2.241 -1.329 0.1 0.0 0.0
H 1.832 -3.889 -1.437 0.0 -0.1 0.0
H -1.044 -3.190 -5.024 0.0 0.0 0.0
H -3.195 -2.115 -5.561 0.0 0.0 0.0
H -4.528 -1.099 -3.740 0.0 0.0 0.0
H -3.140 -0.064 -0.562 0.0 -0.1 0.0
H -5.785 -0.486 -2.037 0.0 0.0 0.0
H -4.715 0.896 -2.321 0.0 0.0 0.0
H -5.427 0.637 -0.728 0.0 0.0 0.0
H -4.892 -2.552 -0.798 0.0 0.0 0.0
H -4.866 -1.457 0.595 0.0 0.0 0.1
H -3.425 -2.391 0.180 0.0 0.0 0.0
C 2.679 -0.857 5.540 -0.1 0.1 0.0
C 1.402 -0.237 5.033 0.0 -0.1 -0.1
C 0.314 -0.055 5.880 0.0 0.0 0.0
C -0.850 0.546 5.418 0.0 0.1 0.0
C -2.015 0.796 6.344 0.1 0.0 -0.1
C -0.919 0.952 4.089 -0.1 0.0 0.0
C 0.150 0.779 3.201 0.0 0.0 0.0
C 1.306 0.174 3.707 0.0 -0.1 0.0
N 0.130 1.315 1.891 0.3 -0.2 -0.2
C 0.357 2.767 1.878 -0.2 -0.1 -0.1
C -0.950 3.577 2.036 0.0 0.1 0.0
C -0.685 5.089 1.989 -0.1 0.0 0.0
C 0.267 5.468 3.127 0.0 0.0 0.0
C 1.590 4.716 2.954 0.0 0.0 0.0
C 2.226 5.084 1.614 0.0 0.0 0.0
C 1.268 4.692 0.491 0.0 0.0 -0.1
C -0.044 5.466 0.651 0.0 0.0 0.0
C 0.971 3.190 0.549 0.0 0.1 -0.1
C 1.327 3.208 2.998 0.0 0.1 0.0
H 2.609 -1.093 6.603 0.0 0.0 0.0
H 3.524 -0.181 5.392 0.0 0.0 0.0
H 2.906 -1.775 5.001 0.0 -0.1 -0.1
H 0.380 -0.372 6.917 0.0 0.0 0.0
H -1.787 0.475 7.360 0.0 0.0 0.0
H -2.904 0.261 6.010 -0.1 0.0 0.0
H -2.264 1.859 6.371 0.0 0.0 0.0
H -1.824 1.433 3.738 0.1 -0.1 0.0
H 2.146 0.056 3.034 0.0 -0.1 -0.1
H -1.421 3.327 2.989 0.0 0.0 0.0
H -1.637 3.281 1.236 0.0 0.0 0.0
H -1.631 5.629 2.107 0.0 0.0 0.0
H -0.183 5.201 4.089 0.0 0.0 0.0
H 0.442 6.550 3.129 0.0 0.0 0.0
H 2.270 4.981 3.770 0.0 0.0 0.0
H 3.177 4.556 1.497 0.0 0.0 0.0
H 2.434 6.159 1.572 0.0 0.0 0.0
H 1.720 4.933 -0.475 0.0 0.0 0.0
H -0.725 5.223 -0.172 0.0 0.0 0.0
H 0.149 6.544 0.615 0.0 0.0 0.0
H 1.881 2.604 0.375 0.0 0.0 0.0
H 0.253 2.938 -0.235 0.0 -0.1 -0.1
H 0.914 2.947 3.974 0.0 0.0 0.0
H 2.264 2.653 2.883 0.0 0.0 0.0
```
Forces are in eV/Å.

Kohn-Sham gap (alpha / beta), eV: 6.55 / 4.99
Charge: -1
2S+1: 3
Expectation value of S²: 2.06

Atomic partial charges in e from the Mulliken method, atoms 1 to 6:
1. Au 1.884
2. Cl -0.059
3. C 0.541
4. C -0.468
5. C -0.619
6. C -0.498

Respective maximum force values: 2.17, 1.20 eV Å⁻¹.